Density functional theory data (the ωB97M-V functional and the def2-TZVPD basis) for a gas-phase ion, C6H8ClNP (charge +1).

```
17
Properties=species:S:1:pos:R:3:nbo_charge:R:1
C -2.224 -0.992 -0.186 -0.61
C -1.107 0.045 -0.260 -0.05
Cl -1.888 1.737 -0.187 -0.02
C -0.377 0.154 1.079 -0.09
C 0.963 0.234 1.154 -0.08
N 1.839 0.058 0.105 -0.62
P 3.487 0.179 -0.039 0.95
C 1.144 0.172 -1.195 -0.04
C -0.180 0.187 -1.365 -0.16
H -2.255 -1.343 0.944 0.24
H -3.166 -0.689 -0.642 0.26
H -1.743 -1.760 -0.743 0.23
H -0.847 0.256 2.055 0.27
H 1.485 0.438 2.172 0.24
H 3.687 0.625 1.413 -0.02
H 1.905 0.313 -2.056 0.25
H -0.721 0.386 -2.247 0.27
```

- E_LUMO: -6.83 eV
- ΔE to the lowest compared entry with this formula, charge and spin: 0.0 kcal per mole
- E_tot: -29643.037 eV
- Frontier orbital gap: 6.82 eV
- F_max: 4.48 eV/Å
- Net charge: +1
- SMILES string: CC1(Cl)C=C[N+](=P)C=C1